Entry 1:
Formula: C4H5N3O2
Source: OMol25
Level of theory: the ωB97M-V functional and the def2-TZVPD basis

The geometry in ORCA input format:
```
! RIJCOSX wB97M-V def2-TZVPD def2/J DEFGRID3
* xyz 0 1
N 1.0040 2.3266 -0.7867
C -0.2870 2.0083 -0.5086
O -1.1861 2.8095 -0.5864
C -0.4802 0.5885 -0.1141
C 0.4015 -0.4234 0.1666
C -0.4441 -1.5247 0.4924
N -0.0596 -2.7587 0.9222
N -1.7068 -1.1664 0.3907
O -1.7317 0.1351 0.0272
H 1.2118 3.2768 -1.0276
H 1.7582 1.6786 -0.6881
H 1.4719 -0.4163 0.1690
H -0.7927 -3.4478 0.9308
H 0.8409 -3.0862 0.6127
*
```

## Properties
E_tot ... -12793.4682 eV
Relative energy (zero: lowest compared OMol25 entry of this formula, charge and spin) ... 2.406 eV
E_HOMO ... -9.25 eV
HOMO-LUMO gap ... 9.8 eV
Max |F| ... 1.33 eV/Å
LUMO level ... 0.6 eV
SMILES ... NC(=O)c1cc(N)no1

---

Entry 2:
Formula: C10H86BGaNO38
Source: OMol25
Level of theory: the ωB97M-V functional and the def2-TZVPD basis

The geometry in ORCA input format:
```
! RIJCOSX wB97M-V def2-TZVPD def2/J DEFGRID3
* xyz -1 1
C -0.1070 3.3925 -0.4573
B 0.6069 3.0588 -1.8812
O 1.4299 4.0593 -2.5339
Ga 0.2379 1.1481 -2.7249
C 1.7623 -0.1901 -2.3091
O 1.3967 -1.3403 -1.4489
N 0.7198 -2.3000 -2.1365
O 1.4619 -3.1017 -2.6058
C -1.6160 0.5753 -1.9850
C -2.8245 1.1394 -2.8105
C -2.6754 1.9826 -4.0001
C -3.8221 2.4706 -4.7889
C -5.1884 2.1506 -4.3935
C -5.3732 1.3311 -3.1992
C -4.2274 0.8345 -2.4218
C -4.5744 -0.0381 -1.1777
H 0.2507 4.4253 -0.1564
H 0.0947 2.6185 0.3192
H -1.2261 3.4817 -0.5515
H 0.7817 4.5817 -3.0668
H 0.1744 1.2699 -4.3385
H 2.1576 -0.6273 -3.2764
H 2.6287 0.3806 -1.8655
H -1.7306 -0.5450 -1.8986
H -1.6790 0.9955 -0.9361
H -1.6707 2.2977 -4.3725
H -3.6189 3.0911 -5.6957
H -6.0192 2.5251 -5.0340
H -6.4171 1.0941 -2.8955
H -4.1498 0.4028 -0.2344
H -5.6858 -0.0919 -1.0193
H -4.1922 -1.0887 -1.2936
O 2.8603 0.3642 0.8824
H 3.1786 0.5315 -0.0124
H 2.2949 -0.4136 0.7868
O 2.5349 -0.9970 3.7176
H 3.2434 -1.5962 3.4488
H 2.5622 -0.2931 3.0548
O -0.7482 2.9058 2.4728
H -0.2374 2.0916 2.3694
H -0.3293 3.3515 3.2194
O -4.0261 2.9462 2.5010
H -4.0604 3.9060 2.4004
H -3.1132 2.7140 2.2801
O 2.9080 -5.7751 -2.0183
H 3.3881 -5.3923 -1.2717
H 2.3340 -5.0605 -2.3127
O -0.7340 0.0386 2.7227
H -0.7576 -0.9147 2.8732
H -1.6568 0.3093 2.7940
O -4.8806 5.9809 3.1946
H -4.4011 6.3068 3.9700
H -5.4251 6.7278 2.9234
O 4.3881 5.2973 -2.0530
H 4.7158 5.4680 -2.9453
H 3.8365 4.5099 -2.1527
O -0.4007 5.2416 4.5019
H 0.0849 5.5650 5.2691
H -0.9451 5.9923 4.2328
O -1.8756 -2.1850 3.9117
H -1.5783 -1.7657 4.7302
H -2.4059 -2.9347 4.2121
O 2.1709 2.6342 2.5762
H 2.6853 2.0759 1.9769
H 2.8096 3.2669 2.9221
O -4.9087 5.5548 -4.2817
H -4.0625 6.0005 -4.3936
H -4.6735 4.6159 -4.2396
O 1.5739 -8.3841 -0.2812
H 2.3187 -8.9483 -0.5191
H 1.5526 -7.7172 -0.9819
O -0.9258 -4.5492 2.6020
H -0.2460 -4.2775 1.9763
H -1.1179 -3.7444 3.1067
O -0.9677 -6.3631 -1.5015
H -0.2065 -5.8142 -1.7227
H -0.8814 -6.5137 -0.5522
O 2.1350 -8.4069 2.4815
H 1.9947 -8.1005 1.5712
H 2.3194 -7.5994 2.9759
O 4.6465 -3.2135 -0.8414
H 5.3108 -3.1176 -1.5329
H 3.8094 -3.0459 -1.2970
O -1.0827 5.3162 -3.6573
H -1.1886 5.6762 -4.5458
H -0.8640 6.0848 -3.1146
O -3.3349 2.0300 -7.8524
H -3.3411 1.0795 -7.6828
H -4.2611 2.2846 -7.7747
O -3.3077 -0.9014 -7.1885
H -2.7792 -1.7046 -7.2733
H -2.8926 -0.4240 -6.4544
O -3.1307 6.1531 5.7556
H -2.6122 5.3399 5.6565
H -2.7229 6.6010 6.5047
O 5.8744 5.6767 -5.0539
H 6.5963 5.0884 -5.3095
H 5.8971 6.3769 -5.7151
O 1.2558 -0.4531 -5.7878
H 2.1081 -0.0150 -5.8934
H 1.4777 -1.3911 -5.7405
O -2.1648 -2.0135 -9.8258
H -3.1050 -1.8334 -9.7121
H -1.9707 -1.6930 -10.7133
O 3.9714 -3.0242 5.7971
H 4.4712 -2.7161 6.5637
H 3.4415 -2.2578 5.5402
O 6.9123 -2.4998 6.9355
H 7.7733 -2.0819 6.8243
H 7.1119 -3.4421 6.9727
O 0.8713 -3.5294 5.7902
H 1.7344 -3.1149 5.6805
H 1.0702 -4.4763 5.8277
O 1.7527 -6.4628 6.8430
H 2.2458 -7.2850 6.7310
H 2.1840 -6.0312 7.5890
O 3.7303 -9.1016 6.8585
H 4.5934 -8.6872 6.7462
H 3.9250 -10.0446 6.8933
O 2.4142 -4.5122 3.5269
H 2.9127 -4.2047 4.2952
H 1.8843 -3.7474 3.2721
O 7.5914 3.0369 -5.0176
H 8.0968 2.2236 -5.1239
H 8.0072 3.4776 -4.2666
O -1.5377 -3.1798 7.7060
H -1.0014 -3.3062 6.9108
H -0.8878 -3.0666 8.4071
O -1.9092 5.7055 1.0104
H -1.9273 4.7489 1.1532
H -2.8331 5.9738 1.0830
O -6.0372 -1.5634 -8.1180
H -5.8800 -1.4905 -9.0652
H -5.1895 -1.3170 -7.7169
O -1.9146 4.1472 7.5967
H -1.9351 3.1953 7.7485
H -2.8404 4.4130 7.6588
*
```

## Properties
E_tot ... -144110.9418 eV
E_HOMO ... -3.88 eV
HOMO-LUMO gap ... 5.1 eV
Max |F| ... 2.46 eV/Å
LUMO level ... 1.2 eV